DFT (ωB97M-V with the def2-TZVPD basis set) results for a 7-piece molecular cluster, C5H25N2O7 overall.

HOMO-LUMO gap: 8.029 eV
F_max: 0.0621 Eh/bohr
E_tot: -841.6849 hartree
Total charge: -1
ΔE to the lowest compared entry with this formula, charge and spin: 2.093 eV

Last column: Löwdin charge in e.
Atoms and positions in Å:
C: -0.59 -0.04 -2.25  -0.120
N: 0.34 -0.03 -1.13  -0.096
C: -0.11 0.64 0.10  -0.349
C: 1.08 0.74 1.09  -0.165
C: 2.13 -0.35 0.96  -0.304
N: 1.61 -1.60 1.49  -0.002
C: -1.53 0.27 0.76  -0.206
O: -1.53 -1.09 1.15  -0.137
H: -1.54 -0.50 -1.92  0.076
H: -0.17 -0.62 -3.07  0.085
H: -0.82 0.96 -2.50  0.056
H: 0.56 -0.95 -0.72  0.081
H: -0.33 1.69 -0.23  0.106
H: 0.62 0.67 2.20  0.147
H: 1.52 1.78 1.08  0.097
H: 3.06 -0.11 1.58  0.116
H: 2.52 -0.47 -0.03  0.092
H: 1.19 -1.67 2.40  0.074
H: 0.96 -2.17 0.91  0.037
H: -1.57 0.91 1.70  0.115
H: -2.40 0.46 0.11  0.107
H: -1.62 3.31 0.99  -0.003
H: -0.60 4.10 0.29  -0.037
O: -1.49 4.18 0.63  -0.059
H: -2.92 -2.78 1.55  -0.025
H: -2.17 -3.24 0.26  -0.024
O: -2.67 -3.56 1.10  -0.140
H: 1.28 4.65 0.02  0.043
H: 1.44 3.97 -1.32  0.026
O: 0.80 4.44 -0.76  -0.034
H: -1.27 -2.70 -1.47  -0.076
H: -1.32 -1.77 0.46  -0.003
O: -0.93 -2.91 -0.63  -0.354
H: 1.77 1.97 -2.08  -0.001
H: 1.82 2.01 -3.42  0.064
O: 2.33 2.44 -2.69  -0.069
H: -0.51 -4.51 1.22  0.021
H: 0.59 -3.66 0.82  -0.036
O: 0.46 -4.46 1.35  -0.102